No. 1
# C29H38N4O4PZr

A molecular structure, C29H38N4O4PZr (the ωB97M-V functional and the def2-TZVPD basis, the Open Molecules 2025 dataset).

Values from the calculation:
- HOMO (hartree) = -0.599
- spin multiplicity = 1
- net charge = +3
- LUMO energy (hartree) = -0.3567
- electronic energy (eV) = -55387.83553

Geometry as XYZ:
```
77
Properties=species:S:1:pos:R:3:forces:R:3:lowdin_charge:R:1
Zr -0.043 0.139 -1.055 -0.003 -0.004 -0.207 1.93
C -2.500 2.128 -0.444 -0.107 -0.116 0.065 -0.07
C -2.035 3.060 -1.561 0.004 0.087 0.047 -0.18
C -0.884 3.905 -1.091 0.002 -0.178 -0.084 -0.18
C -1.097 5.189 -0.614 0.018 0.035 0.020 -0.01
C -0.048 5.924 -0.086 -0.007 -0.001 0.001 -0.02
C 1.215 5.362 0.003 -0.009 0.043 -0.008 0.00
C 1.471 4.079 -0.465 0.026 -0.127 -0.062 -0.16
C 2.828 3.456 -0.224 -0.037 -0.029 0.056 -0.17
C 2.777 2.400 0.883 0.036 0.054 -0.039 -0.06
C 0.407 3.375 -1.051 -0.001 0.221 0.100 -0.18
N 0.672 2.058 -1.597 -0.083 -0.119 0.081 -0.11
C 1.654 1.949 -2.500 0.047 -0.046 0.065 -0.03
C 2.300 0.723 -2.618 -0.024 0.087 -0.043 -0.30
C 3.440 0.295 -3.313 -0.022 0.039 0.008 0.06
C 3.789 -0.945 -2.789 -0.002 -0.036 0.008 0.00
C 2.852 -1.252 -1.804 0.060 0.071 -0.053 -0.10
N 1.935 -0.266 -1.685 -0.121 -0.117 0.103 -0.13
H -3.306 1.453 -0.731 -0.001 0.016 -0.014 0.08
H -2.841 2.700 0.420 0.011 0.027 -0.011 0.11
H -1.686 1.511 -0.007 0.083 0.043 0.013 0.02
H -2.872 3.699 -1.843 0.003 -0.007 -0.012 0.14
H -1.756 2.507 -2.459 0.013 -0.005 -0.009 0.08
H -2.090 5.618 -0.663 0.000 0.000 0.000 0.13
H -0.219 6.931 0.270 0.003 0.000 0.002 0.13
H 2.025 5.930 0.444 0.001 -0.002 0.002 0.13
H 3.522 4.244 0.067 -0.004 0.006 0.002 0.13
H 3.259 3.019 -1.127 0.010 0.017 -0.009 0.10
H 2.404 2.837 1.810 -0.004 -0.013 0.007 0.09
H 3.769 1.990 1.074 -0.012 -0.021 0.013 0.09
H 2.117 1.565 0.614 0.017 0.000 0.020 0.03
H 1.962 2.824 -3.066 -0.004 -0.009 -0.020 0.17
H 3.967 0.855 -4.072 0.002 -0.003 -0.002 0.14
H 4.638 -1.549 -3.064 0.000 0.002 -0.001 0.13
H 2.812 -2.130 -1.176 0.003 0.011 0.013 0.13
C -0.125 -2.196 5.185 0.034 -0.124 0.091 0.07
N -0.221 -1.170 4.151 0.001 0.060 0.039 -0.01
N -0.184 -1.482 2.826 0.037 0.055 -0.183 0.07
C -0.227 -0.328 2.132 -0.003 -0.268 0.255 -0.31
O -0.205 -0.380 0.805 0.052 0.400 -0.239 -0.24
C -0.290 0.730 3.017 0.011 0.075 -0.149 0.10
C -0.280 0.159 4.290 -0.031 -0.029 0.000 -0.20
C -0.325 0.821 5.619 -0.004 -0.017 0.054 0.02
C -0.072 -2.819 2.309 -0.019 -0.100 0.016 -0.22
C -1.229 -3.528 2.020 -0.002 0.043 0.006 -0.01
C -1.114 -4.824 1.536 -0.001 0.004 -0.001 -0.05
C 0.143 -5.386 1.347 0.006 -0.003 0.001 -0.04
C 1.292 -4.661 1.639 -0.003 -0.016 -0.004 -0.04
C 1.190 -3.367 2.126 -0.007 0.071 0.029 0.00
H -0.633 -3.096 4.852 -0.025 0.022 -0.016 0.11
H -0.615 -1.826 6.080 -0.012 0.042 -0.025 0.11
H 0.917 -2.423 5.406 0.003 0.026 -0.034 0.12
H -0.331 1.780 2.784 -0.001 -0.004 0.000 0.13
H -0.283 1.900 5.500 0.006 0.000 -0.016 0.10
H 0.514 0.509 6.242 0.005 0.012 -0.004 0.11
H -1.248 0.574 6.145 -0.001 -0.008 -0.010 0.11
H -2.200 -3.080 2.195 0.000 -0.008 0.002 0.13
H -2.004 -5.403 1.332 -0.001 0.000 0.002 0.12
H 0.227 -6.404 0.989 0.003 0.001 0.001 0.12
H 2.266 -5.113 1.510 0.001 0.001 0.004 0.12
H 2.073 -2.793 2.383 0.007 -0.015 -0.007 0.13
C -2.761 0.285 -3.324 -0.094 0.050 -0.106 -0.03
O -1.838 -0.330 -2.360 0.269 -0.019 0.275 -0.53
P -2.077 -1.963 -1.795 -0.205 -0.128 -0.369 0.96
O -0.398 -2.080 -1.777 -0.031 0.025 0.102 -0.50
C 0.316 -2.639 -2.943 0.064 -0.084 -0.093 -0.03
O -2.473 -2.633 -3.159 0.095 0.009 0.178 -0.36
C -3.519 -3.662 -3.271 -0.105 -0.074 -0.051 -0.02
H -2.184 0.982 -3.923 0.005 0.003 0.018 0.10
H -3.566 0.791 -2.800 0.034 0.005 0.041 0.10
H -3.154 -0.496 -3.967 0.031 -0.027 0.020 0.10
H 0.515 -1.854 -3.670 -0.014 0.015 0.024 0.10
H -0.290 -3.414 -3.396 -0.038 -0.010 0.025 0.10
H 1.238 -3.065 -2.569 -0.027 0.019 0.042 0.09
H -3.910 -3.576 -4.278 0.004 0.026 0.007 0.11
H -4.306 -3.485 -2.542 0.023 0.019 0.019 0.09
H -3.067 -4.639 -3.125 0.035 0.025 0.004 0.10
```
Positions in Å, forces in eV/Å.

---

No. 2
# C3H7N3O2

2 unconnected molecules or ions with the total composition C3H7N3O2 in a non-equilibrium geometry (the ωB97M-V functional and the def2-TZVPD basis, the Open Molecules 2025 dataset).

Values from the calculation:
- HOMO (hartree) = -0.311
- spin multiplicity = 1
- LUMO energy (hartree) = 0.0186
- electronic energy (eV) = -11780.20160

Geometry as XYZ:
```
15
Properties=species:S:1:pos:R:3:forces:R:3:nbo_charge:R:1
C 1.411 1.031 -0.030 1.364 -1.198 -0.656 0.36
C -0.347 -0.076 0.739 -0.161 -0.748 -1.111 0.09
C -3.733 -0.148 -0.521 4.989 1.721 1.116 -0.22
H 3.760 -0.147 -1.097 0.685 0.295 -2.572 0.37
H 3.501 -1.680 0.223 -0.501 5.389 -2.837 0.37
H 2.062 1.846 -0.345 -0.762 0.504 0.150 0.17
H 0.545 -0.805 0.186 -3.657 0.734 -0.238 0.27
H 0.135 -0.347 1.670 -1.081 0.770 1.271 0.17
H -3.981 -0.011 -1.605 -0.667 -0.116 1.415 0.20
H -4.529 -0.454 0.479 2.963 0.861 -3.385 0.22
N 3.299 -0.404 -0.295 -1.297 -5.123 5.998 -0.65
N 1.943 -0.167 -0.021 0.124 1.770 0.004 -0.39
N -2.310 0.217 -0.475 -7.568 -3.208 0.923 -0.10
O 0.091 1.260 0.302 2.028 -2.178 0.251 -0.47
O -1.848 -0.115 0.790 3.541 0.527 -0.328 -0.39
```
Positions in Å, forces in eV/Å.

---

No. 3
# C19H26N2O2

A single C19H26N2O2 molecule (the ωB97M-V functional and the def2-TZVPD basis, the Open Molecules 2025 dataset).

Values from the calculation:
- SMILES string = O=C(NCCc1ccccc1)[C@@H]1CC(=O)N(C2CCCCC2)C1
- HOMO (hartree) = -0.327
- spin multiplicity = 1
- LUMO energy (hartree) = 0.0206
- electronic energy (eV) = -27202.16845

Geometry as XYZ:
```
49
Properties=species:S:1:pos:R:3:forces:R:3:nbo_charge:R:1
O 0.289 2.061 1.173 -0.196 0.061 0.276 -0.63
C 0.956 1.825 0.189 -0.053 -0.316 -0.509 0.70
N 2.150 2.414 -0.054 0.398 0.272 -0.168 -0.62
C 2.856 3.140 0.975 0.141 0.113 0.124 -0.22
C 3.909 2.248 1.658 -0.307 0.069 -0.051 -0.45
C 3.244 0.998 2.160 0.224 0.004 0.048 0.08
C 3.219 -0.149 1.378 0.064 0.014 0.031 -0.26
C 2.523 -1.271 1.792 -0.055 -0.115 -0.080 -0.20
C 1.842 -1.258 2.995 -0.074 -0.095 0.033 -0.22
C 1.868 -0.121 3.786 -0.052 0.014 0.087 -0.19
C 2.563 0.999 3.370 0.065 -0.051 -0.035 -0.23
C 0.488 0.900 -0.928 -0.232 0.058 0.213 -0.31
C -0.238 1.672 -2.036 -0.002 -0.027 -0.079 -0.49
C -1.329 0.715 -2.505 0.321 0.241 -0.093 0.69
O -1.973 0.808 -3.526 -0.231 0.138 -0.363 -0.63
N -1.456 -0.252 -1.575 0.079 -0.210 0.086 -0.43
C -2.467 -1.283 -1.659 -0.038 -0.116 0.063 -0.05
C -1.852 -2.680 -1.771 -0.195 0.121 -0.282 -0.40
C -2.956 -3.715 -1.965 0.149 -0.102 0.293 -0.39
C -3.944 -3.665 -0.803 -0.183 0.045 -0.273 -0.40
C -4.539 -2.267 -0.666 0.153 -0.098 0.288 -0.39
C -3.435 -1.231 -0.476 -0.141 0.064 -0.331 -0.41
C -0.577 -0.089 -0.439 0.046 0.027 0.417 -0.21
H 2.691 2.110 -0.848 -0.160 -0.084 0.021 0.39
H 2.105 3.450 1.704 0.119 0.068 -0.084 0.23
H 3.328 4.025 0.538 -0.071 -0.008 0.091 0.20
H 4.694 1.998 0.940 0.052 0.019 0.041 0.20
H 4.358 2.806 2.481 0.089 0.010 -0.012 0.22
H 3.753 -0.168 0.437 0.064 0.015 -0.074 0.20
H 2.512 -2.156 1.171 0.004 -0.078 -0.036 0.21
H 1.292 -2.130 3.318 -0.035 -0.070 0.034 0.21
H 1.338 -0.106 4.727 -0.046 0.002 0.080 0.21
H 2.571 1.887 3.984 -0.013 0.117 0.072 0.21
H 1.342 0.360 -1.346 -0.038 0.007 0.016 0.21
H -0.727 2.564 -1.637 -0.010 0.022 -0.021 0.24
H 0.405 1.973 -2.861 -0.078 0.002 -0.023 0.23
H -3.015 -1.063 -2.583 0.055 -0.043 0.123 0.24
H -1.296 -2.913 -0.860 0.090 -0.015 0.052 0.19
H -1.157 -2.707 -2.613 0.068 0.033 0.028 0.21
H -2.519 -4.713 -2.040 -0.027 -0.008 -0.089 0.21
H -3.484 -3.508 -2.898 -0.020 -0.037 -0.086 0.20
H -3.428 -3.931 0.123 0.008 -0.057 0.070 0.19
H -4.741 -4.394 -0.962 0.009 -0.056 0.076 0.21
H -5.225 -2.235 0.183 -0.072 0.032 -0.051 0.21
H -5.109 -2.026 -1.566 -0.083 0.025 -0.029 0.20
H -2.894 -1.441 0.450 0.039 0.032 0.099 0.20
H -3.866 -0.231 -0.399 0.052 0.052 0.055 0.22
H -1.106 0.347 0.418 0.121 -0.129 -0.069 0.22
H -0.141 -1.043 -0.135 0.003 0.036 0.021 0.20
```
Positions in Å, forces in eV/Å.